DFT (ωB97M-V/def2-TZVPD) results for C39H47N7O2Pt as an isolated structure at a distorted geometry.

Geometry as XYZ:
```
96
Properties=species:S:1:pos:R:3:forces:R:3
Pt -1.254 1.322 -0.362 0.248 0.511 0.028
C 0.075 3.823 1.878 0.061 -0.113 -0.107
N -1.036 3.153 1.232 -0.209 -0.232 -0.206
C -2.217 3.590 1.440 -0.284 -0.031 0.071
C -3.369 3.019 0.792 0.246 0.218 0.143
C -4.717 3.367 0.882 -0.141 -0.055 -0.051
C -5.387 2.543 -0.038 0.140 0.021 0.066
C -4.399 1.749 -0.635 -0.041 0.036 0.035
N -3.187 2.032 -0.129 0.169 -0.099 -0.091
C 0.799 2.949 2.875 0.066 0.059 0.008
C 1.999 2.333 2.541 0.002 -0.020 0.010
C 2.693 1.581 3.478 -0.054 -0.002 -0.008
C 2.186 1.432 4.761 -0.025 -0.011 -0.018
C 0.977 2.028 5.099 0.017 -0.021 -0.045
C 0.290 2.782 4.158 -0.020 -0.036 0.024
H -0.269 4.735 2.385 -0.026 0.018 0.006
H 0.785 4.122 1.103 -0.002 0.007 -0.027
H -2.390 4.437 2.117 0.022 0.000 -0.022
H -5.139 4.121 1.529 -0.012 -0.009 -0.022
H -6.443 2.526 -0.260 0.003 0.011 0.001
H -4.518 1.011 -1.415 0.021 0.049 0.007
H 2.383 2.429 1.532 -0.005 -0.005 0.010
H 3.622 1.100 3.199 -0.022 -0.043 -0.014
H 2.725 0.842 5.493 -0.006 -0.008 -0.007
H 0.571 1.906 6.097 0.001 -0.001 -0.009
H -0.654 3.249 4.421 0.009 0.002 -0.001
C -0.045 -1.698 3.602 0.053 -0.018 -0.093
C 0.881 -1.379 2.453 0.032 0.088 0.100
C 2.194 -1.865 2.452 -0.034 0.040 0.025
C 3.043 -1.472 1.429 0.060 0.032 -0.022
C 4.492 -1.897 1.441 -0.023 0.011 -0.035
C 2.593 -0.645 0.404 -0.131 0.016 -0.034
C 1.251 -0.169 0.331 0.020 -0.104 0.108
C 0.441 -0.567 1.435 0.009 0.086 0.009
N 0.682 0.602 -0.636 0.007 0.064 0.014
C 1.455 1.066 -1.797 -0.002 -0.112 0.024
C 2.588 2.035 -1.396 0.018 -0.057 -0.031
C 3.350 2.543 -2.624 -0.019 -0.050 -0.017
C 2.400 3.313 -3.541 0.009 -0.010 -0.048
C 1.262 2.387 -3.974 0.001 -0.058 0.049
C 1.837 1.212 -4.767 -0.043 -0.030 0.074
C 2.790 0.431 -3.861 -0.036 -0.024 -0.005
C 3.929 1.348 -3.395 -0.076 0.032 -0.006
C 2.017 -0.098 -2.645 0.018 -0.011 -0.088
C 0.526 1.859 -2.734 0.108 0.019 -0.059
H 0.262 -2.614 4.114 -0.006 -0.004 0.001
H -1.073 -1.817 3.253 -0.015 0.045 0.034
H -0.038 -0.888 4.336 -0.002 0.005 0.011
H 2.547 -2.512 3.250 0.004 0.014 0.000
H 4.650 -2.736 2.121 0.004 -0.005 -0.002
H 5.138 -1.078 1.771 -0.006 -0.013 0.001
H 4.830 -2.193 0.446 -0.003 -0.005 0.010
H 3.316 -0.387 -0.352 0.052 0.035 -0.021
H -0.577 -0.192 1.458 0.004 -0.021 0.003
H 3.289 1.547 -0.718 0.011 0.031 0.074
H 2.133 2.868 -0.849 -0.005 0.024 -0.029
H 4.160 3.204 -2.299 0.040 -0.018 -0.009
H 2.942 3.675 -4.423 -0.004 0.033 0.018
H 1.998 4.187 -3.017 -0.011 -0.009 0.008
H 0.556 2.943 -4.597 -0.032 -0.001 0.005
H 2.353 1.567 -5.667 0.022 0.014 0.017
H 1.025 0.551 -5.087 0.018 0.023 -0.041
H 3.205 -0.416 -4.416 0.020 0.000 0.013
H 4.495 1.705 -4.263 0.023 -0.006 0.015
H 4.623 0.789 -2.757 -0.007 0.001 0.004
H 2.676 -0.738 -2.066 -0.011 -0.040 0.025
H 1.177 -0.727 -2.964 0.022 0.087 0.008
H -0.300 1.209 -3.038 -0.047 0.019 0.033
H 0.101 2.696 -2.175 -0.087 0.004 0.026
C 0.631 -5.000 0.741 0.164 0.081 -0.053
N -0.224 -4.587 -0.343 -0.021 -0.118 -0.026
C 0.162 -4.749 -1.728 -0.011 -0.015 0.148
C -0.782 -3.764 -2.426 -0.063 0.122 0.218
O -0.894 -3.700 -3.637 -0.029 0.033 -0.119
N -1.438 -3.032 -1.482 -0.045 -0.067 -0.069
C -1.068 -3.500 -0.279 -0.122 0.121 0.083
N -1.504 -2.990 0.858 -0.559 0.130 -0.822
H 1.015 -5.998 0.531 -0.022 -0.032 -0.017
H 0.074 -5.059 1.676 -0.017 -0.012 0.011
H 1.479 -4.322 0.892 -0.019 0.052 0.021
H 0.010 -5.766 -2.092 0.009 -0.013 -0.022
H 1.200 -4.454 -1.913 0.033 0.015 0.035
H -2.145 -1.892 0.778 0.814 -1.077 0.408
H -1.239 -3.515 1.674 0.087 0.326 0.179
O -2.804 -0.878 0.722 -1.220 0.284 0.137
N -3.998 -1.313 0.285 1.147 -0.752 -0.072
C -4.101 -1.596 -1.022 -0.326 0.119 -0.114
C -5.236 -2.236 -1.495 0.327 0.256 0.005
C -6.226 -2.598 -0.607 -0.284 -0.147 0.040
C -6.078 -2.314 0.743 0.155 0.156 0.054
C -4.936 -1.673 1.171 -0.252 0.250 0.042
H -3.243 -1.316 -1.613 0.080 -0.059 -0.011
H -5.308 -2.455 -2.550 0.036 -0.016 0.006
H -7.109 -3.116 -0.959 0.004 0.018 0.010
H -6.825 -2.600 1.469 -0.013 0.020 -0.004
H -4.715 -1.407 2.194 0.030 -0.050 -0.015
```
Forces are in eV/Å.

The HOMO energy (spin up / spin down) comes out at -3.20 / -3.25 eV. Its orbital gap (spin up / spin down) is 5.31 / 5.36 eV. The total charge is -1. Its spin multiplicity is 2. Its expectation value of S² is 0.75.



DFT (ωB97M-V/def2-TZVPD) results for a 5-piece molecular cluster, C24H36F12O13S overall at a distorted geometry.

Geometry as XYZ:
```
86
Properties=species:S:1:pos:R:3:forces:R:3
C 7.928 1.174 -6.132 -0.148 0.036 0.829
C 6.894 1.213 -5.008 -0.509 -0.279 -0.347
C 6.021 2.462 -5.037 1.036 -0.380 0.197
C 6.804 3.655 -4.523 0.130 0.079 -0.237
O 4.862 2.131 -4.252 0.009 0.379 0.094
S 4.034 3.418 -3.673 -0.566 -0.646 0.069
O 3.500 4.088 -4.835 0.088 0.408 -0.235
O 2.853 2.499 -3.069 0.342 0.204 -0.048
C 2.014 1.822 -4.024 -0.533 -0.300 0.211
C 0.585 2.333 -3.904 0.509 -0.089 0.229
O 0.105 2.863 -5.140 -0.950 0.143 0.139
C -1.155 2.470 -5.482 -0.699 -2.535 -0.100
C -2.060 3.589 -5.913 0.527 -0.248 -0.439
O -1.526 1.289 -5.449 0.969 2.599 0.245
H 8.277 0.157 -6.253 0.106 -0.183 -0.226
H 8.788 1.779 -5.867 0.190 0.219 -0.208
H 7.479 1.531 -7.051 0.093 0.006 -0.316
H 6.211 0.373 -5.130 -0.088 -0.158 -0.037
H 7.340 1.086 -4.027 0.176 0.083 0.187
H 5.758 2.625 -6.078 -0.534 0.186 -0.085
H 7.119 3.522 -3.494 -0.095 -0.050 0.266
H 6.296 4.606 -4.642 -0.191 0.129 0.060
H 7.709 3.718 -5.120 0.165 0.055 -0.122
H 2.022 0.772 -3.760 0.289 -0.191 0.089
H 2.374 1.922 -5.039 0.127 0.206 -0.163
H -0.057 1.542 -3.535 -0.270 -0.152 -0.226
H 0.568 3.131 -3.169 0.013 0.235 0.049
H -1.486 4.410 -6.326 0.061 0.185 0.055
H -2.739 3.204 -6.660 -0.232 -0.053 -0.093
H -2.635 3.934 -5.061 -0.030 0.073 0.241
C -1.493 -1.433 -2.221 0.240 0.059 0.056
C -1.035 -2.847 -1.949 -0.505 0.010 -0.259
O 0.373 -2.883 -1.633 0.096 -0.094 -0.041
C 0.696 -2.585 -0.390 -0.107 -0.067 -0.235
O -0.045 -2.298 0.501 -0.061 0.075 0.268
C 2.220 -2.707 -0.213 -0.010 0.077 0.026
F 2.875 -2.131 -1.217 0.110 0.081 -0.137
F 2.568 -3.998 -0.171 0.034 -0.204 -0.003
F 2.602 -2.138 0.922 0.050 0.075 0.208
H -0.889 -0.981 -3.009 -0.081 -0.037 -0.087
H -2.536 -1.427 -2.535 -0.009 -0.015 -0.020
H -1.398 -0.816 -1.332 -0.056 -0.046 0.091
H -1.146 -3.467 -2.835 0.183 -0.022 -0.015
H -1.605 -3.309 -1.144 0.121 0.044 0.128
C 0.881 -4.563 3.170 -0.202 0.098 0.020
C 1.754 -3.996 4.267 0.230 -0.374 -0.283
O 1.177 -2.795 4.816 0.112 0.129 0.056
C 0.215 -2.964 5.702 0.157 -0.022 -0.208
O -0.230 -3.998 6.098 -0.159 -0.157 0.175
C -0.266 -1.591 6.200 -0.109 0.049 0.041
F -0.421 -0.737 5.187 -0.050 0.137 -0.142
F 0.625 -1.070 7.049 0.188 0.048 0.104
F -1.423 -1.703 6.835 -0.197 -0.046 0.083
H 0.695 -3.809 2.408 0.059 0.024 -0.046
H 1.369 -5.422 2.709 0.041 -0.003 0.008
H -0.084 -4.883 3.563 0.041 -0.066 0.045
H 2.722 -3.694 3.875 -0.036 0.156 0.018
H 1.923 -4.721 5.062 -0.122 0.064 0.105
C -2.485 1.965 3.783 -0.032 0.273 -0.140
C -2.145 0.913 2.753 0.067 -0.226 0.564
O -2.508 1.356 1.426 -0.056 -0.138 -0.092
C -1.652 2.161 0.828 -0.126 -0.184 0.179
O -0.613 2.564 1.251 0.242 0.151 -0.030
C -2.175 2.505 -0.576 -0.081 0.051 -0.256
F -3.472 2.809 -0.563 -0.153 0.041 0.056
F -2.009 1.462 -1.404 0.003 -0.150 0.000
F -1.513 3.528 -1.096 0.180 0.273 -0.004
H -3.539 2.236 3.715 -0.034 -0.106 0.055
H -2.281 1.588 4.783 -0.012 -0.057 -0.004
H -1.900 2.871 3.625 0.078 -0.041 0.028
H -2.719 0.009 2.935 -0.115 0.027 -0.188
H -1.090 0.645 2.783 0.053 0.136 -0.171
C -6.355 -1.468 7.314 -0.039 0.207 -0.153
C -6.010 -2.497 6.261 0.028 -0.197 0.456
O -6.351 -2.027 4.940 -0.085 -0.086 -0.075
C -5.479 -1.216 4.372 -0.151 -0.200 0.208
O -4.449 -0.838 4.843 0.285 0.249 -0.183
C -5.979 -0.855 2.960 -0.080 0.066 -0.119
F -7.276 -0.548 2.977 -0.168 0.054 0.017
F -5.811 -1.900 2.144 0.053 -0.186 -0.075
F -5.317 0.175 2.450 0.188 0.129 0.079
H -7.406 -1.188 7.244 -0.026 -0.074 0.043
H -6.164 -1.872 8.307 0.005 -0.037 0.003
H -5.760 -0.564 7.190 0.069 -0.040 0.021
H -6.595 -3.403 6.400 -0.080 0.022 -0.143
H -4.956 -2.769 6.293 0.045 0.110 -0.107
```
Forces are in eV/Å.

The HOMO energy comes out at -10.08 eV. Its orbital gap is 10.65 eV. Its spin multiplicity is 1.



DFT (ωB97M-V/def2-TZVPD) results for C5H7NO in the gas phase at a distorted geometry.

Geometry as XYZ:
```
14
Properties=species:S:1:pos:R:3:forces:R:3
H -3.041 -1.530 1.336 0.097 0.048 0.852
N -2.491 -1.285 0.536 -0.239 -0.099 0.814
C -1.362 -0.711 0.646 -0.615 -0.300 0.093
C -0.773 -0.434 -0.645 -0.253 -0.088 0.447
C 0.400 0.192 -0.435 -0.236 -0.118 -0.037
C 1.479 0.758 -1.318 -0.166 -0.093 -0.094
C 0.575 0.312 1.087 -0.010 -0.007 -0.108
O -0.593 -0.291 1.672 -0.162 -0.082 0.096
H -1.685 -0.908 -1.145 2.221 1.092 -1.764
H 1.646 1.827 -1.121 -0.163 -0.243 0.023
H 2.446 0.263 -1.150 -0.286 0.006 0.030
H 1.218 0.645 -2.371 0.038 0.011 0.066
H 0.636 1.353 1.436 -0.057 -0.161 -0.205
H 1.463 -0.212 1.470 -0.169 0.033 -0.212
```
Forces are in eV/Å.

The HOMO energy comes out at -9.15 eV. Its orbital gap is 10.00 eV. The SMILES is [H]/N=C1/C=C(C)CO1. Its spin multiplicity is 1.



DFT (ωB97M-V/def2-TZVPD) results for an isolated ion of composition C32H32NO3 and charge +1 at a distorted geometry.

Geometry as XYZ:
```
68
Properties=species:S:1:pos:R:3:forces:R:3
C 1.218 -4.996 -3.274 -0.137 -0.038 0.599
O 1.201 -4.815 -1.840 -0.604 0.294 -0.330
C 0.666 -3.659 -1.358 0.340 0.650 -0.029
C 0.742 -3.445 0.032 0.064 -0.214 -0.574
C 0.497 -2.187 0.548 -0.204 0.096 0.054
C 0.224 -1.102 -0.281 0.119 0.409 -0.003
C 0.089 0.311 0.304 -1.369 -1.477 0.488
C 1.170 1.204 -0.182 0.649 0.740 -0.628
C 2.526 0.885 0.375 1.309 1.013 -1.169
C 2.843 -0.265 1.238 0.322 -1.117 0.812
C 3.460 -1.400 0.666 -0.136 0.634 0.090
C 3.937 -2.428 1.473 -0.288 0.137 -0.107
C 3.768 -2.350 2.858 0.025 -0.065 0.049
C 3.152 -1.238 3.436 -0.163 -0.166 0.019
C 2.672 -0.205 2.637 0.124 0.430 -0.805
N 3.554 1.655 0.026 -1.718 -1.294 0.878
C 3.301 2.854 -0.798 0.035 0.462 0.063
C 4.579 3.607 -1.111 0.783 0.259 0.095
O 5.499 3.622 -0.015 -0.452 -0.852 -0.556
C 5.974 2.302 0.236 0.048 0.446 -0.289
C 4.869 1.344 0.644 0.631 0.133 0.586
C -1.335 0.863 0.122 -0.294 0.506 -0.086
C -1.661 2.133 0.647 -0.295 -0.375 -0.057
C -2.983 2.546 0.778 -0.013 -0.292 -0.301
C -4.019 1.694 0.361 -0.364 0.022 0.448
O -5.286 2.111 0.734 0.582 -0.291 -0.563
C -6.445 1.431 0.382 -0.445 0.197 -0.167
C -7.492 1.578 1.303 0.251 -0.221 -0.168
C -8.726 0.990 1.039 0.110 0.010 -0.158
C -8.926 0.273 -0.149 0.182 0.062 0.068
C -7.892 0.174 -1.083 0.050 0.246 0.251
C -6.653 0.776 -0.837 -0.032 0.043 0.233
C -3.717 0.489 -0.274 0.010 0.259 -0.038
C -2.385 0.106 -0.413 0.164 0.203 0.385
C 0.074 -1.327 -1.649 -0.186 -0.259 0.079
C 0.191 -2.612 -2.178 0.477 -0.327 0.006
H 1.796 -5.910 -3.404 -0.104 0.104 -0.188
H 0.195 -5.134 -3.654 0.332 0.053 0.047
H 1.709 -4.153 -3.785 -0.138 -0.255 0.223
H 1.063 -4.257 0.674 -0.057 0.000 -0.058
H 0.565 -2.016 1.623 0.022 -0.150 -0.201
H 0.221 0.211 1.394 -0.128 -0.059 -0.206
H 1.209 1.146 -1.293 0.187 0.177 0.517
H 0.963 2.259 0.059 0.001 -0.159 -0.105
H 3.560 -1.438 -0.421 0.023 -0.133 0.290
H 4.411 -3.292 1.002 -0.182 0.262 0.260
H 4.109 -3.176 3.489 -0.069 0.377 -0.208
H 3.024 -1.178 4.519 0.057 -0.058 -0.363
H 2.213 0.692 3.066 0.127 -0.402 0.038
H 2.621 3.537 -0.259 0.158 -0.512 -0.043
H 2.824 2.561 -1.747 0.060 0.016 0.432
H 5.028 3.158 -2.021 0.143 0.370 0.435
H 4.344 4.666 -1.271 -0.013 -0.375 -0.315
H 6.673 2.398 1.072 0.012 -0.174 -0.351
H 6.474 1.866 -0.648 0.075 0.535 0.162
H 4.778 1.362 1.748 -0.329 -0.007 -0.660
H 5.187 0.329 0.361 -0.330 0.408 0.128
H -0.878 2.803 0.997 -0.114 -0.133 0.089
H -3.247 3.506 1.221 0.112 -0.257 -0.080
H -7.300 2.156 2.211 -0.133 -0.265 -0.320
H -9.532 1.106 1.769 0.247 -0.102 -0.319
H -9.886 -0.199 -0.350 0.213 0.127 0.059
H -8.034 -0.356 -2.026 -0.059 0.142 0.290
H -5.866 0.730 -1.591 -0.439 0.119 0.223
H -4.498 -0.166 -0.657 0.417 0.182 0.312
H -2.205 -0.830 -0.924 0.104 -0.024 0.229
H -0.184 -0.503 -2.319 -0.013 -0.236 0.189
H -0.020 -2.794 -3.234 0.240 0.169 0.322
```
Forces are in eV/Å.

The HOMO energy comes out at -10.14 eV. Its orbital gap is 6.46 eV. The SMILES is COc1ccc([C@@H](CC(c2ccccc2)=[N+]2CCOCC2)c2ccc(Oc3ccccc3)cc2)cc1. The total charge is +1. Its spin multiplicity is 1.



Record order is preserved below.
Molar mass: 840.930, 792.582, 97.117, 478.612 g mol⁻¹